# 1
{
  "formula": "C4H12O2S",
  "method": "wB97M-V/def2-TZVPD",
  "smiles": "OCCCCS.O",
  "e_above_lowest_kcal_mol": 12.0,
  "total_charge": 0,
  "homo_lumo_gap_ev": 9.85,
  "symbols": ["O", "S", "H", "H", "H", "C", "H", "H", "H", "C", "O", "H", "H", "H", "C", "H", "H", "C", "H"],
  "positions_angstrom": [[2.42690, -1.04543, 0.11645], [-1.99735, 0.25295, 1.42980], [-0.82606, 6.47560, 1.61251], [0.20808, 0.22562, 0.59422], [-1.26222, -0.70943, -1.24416], [-0.71180, -1.31670, -0.52083], [-0.06612, -1.21326, 1.54652], [-2.74765, -0.05437, 0.36392], [0.71615, -2.92071, -1.01750], [1.78118, -1.00039, -1.16413], [-1.24910, 5.61536, 1.59938], [1.49441, 0.04361, -1.30566], [2.50636, -1.30428, -1.91874], [0.26049, -1.92929, -2.28656], [-0.50309, -0.56890, 0.78353], [-1.25911, 5.27712, 2.49818], [2.16975, -1.87977, 0.51586], [0.54062, -1.85448, -1.23596], [-1.48142, -2.09327, -0.36682]],
  "nbo_charge": [-0.72, -0.04, 0.47, 0.22, 0.20, -0.41, 0.21, 0.12, 0.20, -0.07, -0.94, 0.18, 0.17, 0.22, -0.51, 0.47, 0.46, -0.44, 0.21]
}

# 2
{
  "formula": "C4H2AgFMgO4",
  "method": "wB97M-V/def2-TZVPD",
  "e_above_lowest_kcal_mol": 0.0,
  "total_charge": 2,
  "homo_lumo_gap_ev": 7.90,
  "symbols": ["C", "Mg", "C", "H", "C", "O", "O", "Ag", "O", "H", "O", "C", "F"],
  "positions_angstrom": [[0.33697, -0.23256, -0.11088], [2.14192, 0.78642, 0.45015], [-1.92190, -0.02508, 0.27494], [0.13713, -1.42081, 1.72372], [-0.17707, -1.41780, 0.67448], [-0.84466, 0.62824, -0.08502], [-1.62362, -1.21994, 0.66944], [-4.88647, 0.87913, -0.19526], [6.46791, -0.57146, 0.28028], [0.04938, -2.37680, 0.19888], [4.21530, -0.07102, 0.05968], [5.34095, -0.32508, 0.17037], [0.43272, -0.61251, -1.45661]],
  "nbo_charge": [0.02, 1.65, 0.42, 0.22, -0.20, -0.53, -0.45, 0.95, -0.35, 0.26, -0.71, 1.09, -0.36]
}

# 3
{
  "formula": "CH2ClNO",
  "method": "wB97M-V/def2-TZVPD",
  "e_above_lowest_kcal_mol": 83.5,
  "total_charge": 0,
  "homo_lumo_gap_ev": 8.69,
  "symbols": ["O", "H", "N", "C", "Cl", "H"],
  "positions_angstrom": [[1.45736, -1.88510, -0.35273], [-0.45969, -0.76804, 1.63645], [1.38028, -1.00149, 0.40743], [-0.34424, -0.36523, 0.66233], [-1.58245, -1.20727, -0.27013], [-0.13965, 0.58986, 0.26817]],
  "nbo_charge": [-0.21, 0.22, 0.20, -0.38, -0.04, 0.22]
}

# 4
{
  "formula": "C3H3NO2",
  "method": "wB97M-V/def2-TZVPD",
  "smiles": "OC1=CO1.C#N",
  "e_above_lowest_kcal_mol": 131.7,
  "total_charge": 0,
  "homo_lumo_gap_ev": 8.90,
  "symbols": ["C", "O", "H", "C", "O", "H", "N", "C", "H"],
  "positions_angstrom": [[0.40318, 1.80405, -0.51394], [1.68518, -0.21532, 0.29228], [1.33165, -1.11542, 0.13509], [0.90092, 0.65125, -0.27816], [-0.64006, 1.19607, 0.15829], [-2.41587, -1.28044, 0.45714], [-0.37030, -2.13777, 0.29104], [-1.42958, -1.69259, 0.37811], [0.51391, 2.81284, -0.89060]],
  "nbo_charge": [0.04, -0.63, 0.53, 0.46, -0.62, 0.25, -0.40, 0.17, 0.21]
}

# 5
{
  "formula": "C7H8N2O2",
  "method": "wB97M-V/def2-TZVPD",
  "smiles": "N#C[C@]1([C@@H]2C[C@@H]2CN)OC1=O",
  "e_above_lowest_kcal_mol": 99.1,
  "total_charge": 0,
  "homo_lumo_gap_ev": 10.35,
  "symbols": ["H", "C", "H", "N", "C", "C", "C", "H", "H", "C", "O", "C", "N", "H", "H", "H", "H", "C", "O"],
  "positions_angstrom": [[0.18263, 0.75218, -1.61192], [1.25782, -0.18541, 0.72636], [0.49425, -0.53678, -2.36645], [-2.14521, -2.59025, 0.39672], [-1.80045, -1.51278, 0.40404], [0.78563, 1.21630, 0.91249], [-0.13007, 0.11175, 1.21560], [1.25712, 1.97808, 1.61641], [0.72135, 1.58530, -0.06583], [1.55616, -0.66030, -0.68412], [-2.55806, 0.77920, 0.67838], [-1.38795, -0.16864, 0.42701], [0.39263, -0.30549, -1.46188], [-0.23002, 0.00959, 2.32718], [1.58186, -1.75709, -0.76126], [1.88346, -0.64707, 1.44700], [2.35713, -0.13964, -1.15676], [-2.04266, 0.79017, -0.49657], [-2.17562, 1.28087, -1.54641]],
  "nbo_charge": [0.35, -0.20, 0.36, -0.26, 0.25, -0.41, -0.25, 0.24, 0.20, -0.22, -0.42, 0.05, -0.84, 0.25, 0.21, 0.22, 0.19, 0.82, -0.52]
}

# 6
{
  "formula": "C32H60BrClI2N2O8PS",
  "method": "wB97M-V/def2-TZVPD",
  "total_charge": 1,
  "homo_lumo_gap_ev": 7.24,
  "symbols": ["H", "C", "H", "H", "C", "C", "O", "C", "O", "H", "H", "C", "H", "S", "C", "H", "H", "H", "H", "H", "C", "O", "H", "N", "H", "H", "O", "C", "H", "O", "H", "H", "C", "C", "Br", "H", "C", "C", "I", "C", "C", "H", "H", "H", "C", "H", "H", "H", "H", "H", "H", "H", "H", "C", "H", "H", "N", "H", "I", "H", "H", "H", "H", "H", "C", "H", "O", "C", "H", "H", "C", "O", "Cl", "H", "C", "C", "O", "H", "C", "C", "H", "H", "H", "H", "H", "H", "H", "C", "C", "C", "P", "C", "H", "C", "H", "H", "C", "H", "H", "H", "H", "H", "H", "C", "H", "C", "C", "H"],
  "positions_angstrom": [[-1.26934, 0.75841, 1.50945], [4.17519, 4.59813, -7.37071], [1.82302, -0.55743, -5.19613], [5.87505, -3.68732, 4.20277], [0.75937, 0.82990, 1.94212], [-6.79971, -3.65733, 4.65291], [3.03889, -0.74990, 3.39661], [3.18216, -2.92520, 4.35042], [3.80135, 4.29857, -6.01655], [7.13076, -3.47864, 5.42648], [-2.54324, 1.13988, -0.87547], [0.37921, 1.80283, 3.07562], [-3.29332, -0.24987, -3.27266], [-1.68674, 3.70013, 0.02801], [1.23350, -2.53423, 0.80257], [1.92883, 2.11164, -4.56656], [-7.44498, -4.28037, 4.03565], [0.30161, 4.67193, 2.61636], [3.32043, 4.47763, -8.03718], [1.85176, 5.63247, -7.29036], [1.74563, 5.65727, -6.20993], [2.38421, 4.31340, -4.35496], [2.55694, -0.39373, -1.52178], [0.00464, -0.26309, -2.35608], [0.14422, -1.68489, -3.89230], [1.58915, 1.25769, 1.38781], [-5.25767, 0.58513, 0.32964], [2.64593, 4.69935, -5.46696], [1.63072, -1.39176, -3.02951], [-4.29174, -0.82670, 1.78262], [4.89231, 3.82128, -7.62817], [0.27573, 1.23183, 3.99465], [1.68789, -2.13573, -0.58154], [3.67576, -1.52563, 4.06996], [3.40977, -2.95221, -0.99993], [-6.09065, 0.29636, -0.06944], [-3.64094, -2.74807, -3.61735], [0.74884, -0.91193, -3.43889], [4.09783, 0.74822, -3.80129], [0.51492, -0.04344, -1.18373], [-5.52334, -2.80118, 7.09857], [-4.17957, -0.72727, -1.43341], [1.00861, -2.54439, -1.32277], [6.30832, -1.18031, 5.91402], [6.49657, -2.95185, 4.71419], [2.02918, 2.71672, 4.17128], [1.42444, 5.01356, 3.92029], [-4.55441, -2.37887, 6.83422], [1.96088, 6.66584, -5.85868], [0.37559, 0.40690, -5.11396], [1.71438, 1.47941, -2.96360], [-3.95265, -2.21712, -0.46801], [5.68072, 6.03333, -6.83900], [5.66423, -1.91161, 5.43105], [-4.09859, -2.19320, -4.43127], [4.12382, 6.76121, -7.22399], [-0.39066, 0.49960, 1.08240], [0.90953, 2.86972, 0.58204], [-1.45049, 2.15717, -3.52421], [0.53711, 2.99706, -1.58616], [-0.58537, 2.26096, 2.85427], [2.16161, -0.14367, 0.16377], [-1.67235, -1.75354, -0.71309], [0.71532, 5.42073, -5.95679], [1.81546, -0.60408, -0.74852], [-1.62762, -2.56202, -4.10737], [4.86964, -1.13338, 4.52002], [-0.39735, 0.81183, -0.33582], [-6.42606, -2.18685, 3.11877], [7.13213, -2.47524, 3.96851], [-3.76704, -1.14764, -0.52352], [-6.08478, -4.58540, 5.47200], [-3.53289, -4.44036, -4.14059], [-5.19205, -2.22824, 4.37568], [-2.25886, -0.91092, -0.35591], [2.02974, 1.21792, -3.96791], [-5.04209, -5.11461, 7.32543], [-4.30977, -2.70586, -2.76551], [-4.47659, -0.49798, 0.65179], [1.22561, 0.05971, -4.53008], [-7.45218, -3.02782, 5.25875], [-5.25134, -3.51241, 3.17444], [2.10079, -2.88944, 4.45841], [3.60125, -3.38040, 5.24231], [-0.10776, 4.18984, 4.25197], [2.05393, 3.03357, 2.44780], [2.02602, -2.38664, 1.52937], [-1.39429, 0.22278, -2.48056], [-2.26376, -2.18180, -3.31273], [1.39790, 2.93149, 3.31394], [-0.09046, 2.67633, -0.37414], [4.81484, 5.96338, -7.49640], [1.12600, -0.07561, 2.41095], [-5.86459, -2.84566, 3.78105], [-2.07477, -0.90425, 0.71007], [-2.02388, -0.38393, -4.41841], [-1.75230, 0.39633, -0.98330], [-1.87217, -2.58658, -2.38650], [0.37610, -1.93080, 1.09906], [5.14172, 6.13096, -8.52225], [3.42593, -3.55273, 3.49267], [-5.62558, -2.77616, 8.17998], [5.03463, -2.34455, 6.20840], [0.71473, 4.28005, 3.54575], [-6.30469, -2.18440, 6.66399], [-2.28647, -0.64016, -3.39602], [-5.54242, -4.25001, 6.66397], [0.94515, -3.58206, 0.82307]],
  "mulliken_charge": [0.44, -0.43, 0.71, 0.27, -1.26, -0.68, -0.43, -1.08, -0.30, 0.36, 0.78, -0.84, 1.00, -0.31, -1.37, 0.39, 0.34, 0.28, 0.35, 0.37, -1.17, -0.59, 0.01, 1.89, 0.20, 0.49, -0.50, 0.93, 0.52, -0.49, 0.34, 0.46, 0.44, 0.70, -0.07, 0.35, -0.65, -0.58, 0.06, 0.32, -0.89, 0.24, 0.38, 0.30, -0.96, 0.52, 0.44, 0.24, 0.31, 0.22, -0.24, 0.40, 0.31, -0.43, 0.43, 0.28, 0.37, 0.06, 0.33, -0.02, 0.42, 0.59, 0.06, 0.26, -1.82, 0.74, -0.37, 0.45, 0.29, 0.30, -0.65, -0.37, -0.19, 0.21, -1.24, -0.24, -0.55, 0.19, 0.09, -1.15, 0.39, 0.29, 0.35, 0.36, 0.33, 0.29, 0.31, -1.89, -0.95, -0.43, 0.33, -0.99, 0.17, -0.61, 1.05, 0.76, 0.84, 0.31, 0.05, 0.37, 0.28, 0.31, 0.38, -1.39, 0.31, -2.03, 0.72, 0.51]
}

# 7
{
  "formula": "C25H33O2SeSm",
  "method": "wB97M-V/def2-TZVPD",
  "e_above_lowest_kcal_mol": 15.1,
  "spin_multiplicity": 6,
  "total_charge": 0,
  "homo_lumo_gap_ev": [6.86, 7.13],
  "symbols": ["H", "Sm", "H", "H", "C", "H", "C", "H", "H", "H", "H", "O", "H", "H", "C", "H", "C", "H", "C", "C", "H", "H", "C", "C", "C", "H", "O", "C", "H", "H", "H", "H", "C", "C", "C", "H", "H", "H", "H", "C", "H", "H", "Se", "C", "H", "C", "C", "C", "C", "H", "H", "C", "C", "H", "H", "C", "H", "C", "H", "H", "C", "C"],
  "positions_angstrom": [[-4.81206, -1.16572, -2.48882], [-0.46900, -0.02852, 0.02339], [-2.17192, -0.50132, -2.03698], [-3.56188, -2.35329, -1.98370], [-8.34362, 0.94923, -3.05220], [-6.81520, -2.64328, -1.79723], [-8.54831, -1.58159, -2.58064], [-0.05671, -3.33728, 0.37562], [0.55999, -0.70780, -3.08798], [-7.95520, -0.72348, -5.28230], [2.57589, -2.06263, 3.09612], [-2.80276, -0.44446, 0.00599], [-7.62861, -1.57071, -0.59607], [-1.44067, 2.27659, -2.28618], [0.54706, 1.98956, -1.27738], [-6.42499, 0.05751, -4.81761], [-1.35304, 2.44201, -0.03912], [-3.99896, -1.03489, 1.63530], [-4.80987, -1.62148, -0.32890], [-4.11943, -1.44112, -1.69096], [-2.39035, 2.65726, 0.22894], [-7.61768, 1.71240, -3.34894], [-3.09492, -0.35747, -1.42637], [0.93736, 2.12115, 0.09048], [-0.18521, -2.18414, -1.56093], [-6.63430, -1.68331, -4.53976], [-6.62324, -0.55193, -2.16589], [1.50464, -1.77182, -0.04307], [-5.33081, -2.57489, -0.23422], [1.62677, 2.13735, 3.31482], [-0.28064, 2.54545, 1.93546], [-9.21211, 1.02180, -3.71607], [4.25906, -0.72428, 3.27472], [1.70731, -0.91508, -1.15999], [-3.68846, -1.42562, 0.65853], [2.15207, -1.84182, 0.83014], [-8.69573, -2.46181, -3.21797], [-8.64070, 1.14404, -2.01744], [5.75146, 0.85139, 3.44251], [4.68365, 0.61054, 3.38872], [-3.46453, 0.65464, -1.64121], [-9.47419, -1.29728, -2.06959], [0.12556, -0.39570, 2.93866], [-7.70123, -0.41865, -3.16022], [4.99653, -1.53151, 3.25605], [3.72505, 1.63767, 3.41375], [1.93732, 0.00574, 3.15297], [-7.15181, -0.71481, -4.53973], [-7.36238, -1.70834, -1.64456], [1.94878, 2.04065, 0.48809], [-1.01052, -2.67694, -2.07961], [2.37069, 1.34170, 3.30727], [0.33586, -2.55563, -0.28002], [1.20819, 1.78542, -2.11937], [-5.53932, -0.81711, -0.17298], [-0.86188, 2.20315, -1.36404], [-3.12790, -2.35872, 0.80393], [2.90564, -1.02730, 3.18117], [4.04125, 2.67931, 3.51088], [2.55221, -0.23853, -1.29517], [-0.23959, 2.40390, 0.85453], [0.65599, -1.15833, -2.09894]],
  "mulliken_spin": [0.00, 5.13, 0.00, 0.00, 0.00, 0.00, 0.00, 0.00, 0.00, 0.00, 0.00, 0.00, 0.00, 0.00, 0.00, 0.00, -0.01, 0.00, 0.00, 0.00, 0.00, 0.00, 0.00, -0.02, 0.00, 0.00, 0.00, -0.01, 0.00, 0.00, 0.00, 0.00, 0.00, -0.01, 0.00, 0.00, 0.00, 0.00, 0.00, 0.00, 0.00, 0.00, -0.03, 0.00, 0.00, 0.00, 0.00, 0.00, 0.00, 0.00, 0.00, 0.00, -0.02, 0.00, 0.00, -0.02, 0.00, 0.00, 0.00, 0.00, -0.02, -0.01]
}

# 8
{
  "formula": "C12H25N5O3",
  "method": "wB97M-V/def2-TZVPD",
  "smiles": "[H]/N=C(\\N)NCCC[C@H](N)C(=O)N[C@@H](CC(C)C)C(=O)O",
  "e_above_lowest_kcal_mol": 78.6,
  "total_charge": 0,
  "homo_lumo_gap_ev": 9.40,
  "symbols": ["H", "H", "N", "H", "N", "O", "H", "H", "C", "H", "H", "N", "H", "H", "O", "C", "H", "H", "H", "H", "O", "H", "H", "H", "C", "N", "C", "C", "H", "H", "C", "H", "C", "C", "H", "H", "H", "H", "C", "C", "N", "H", "C", "H", "C"],
  "positions_angstrom": [[-0.84639, 4.10415, -0.16158], [2.95975, 1.19961, -0.25814], [-2.34226, -3.24640, 0.13183], [-2.61353, 2.83127, 0.47416], [-2.70650, -0.92535, 0.83335], [0.20657, -1.37066, 1.64454], [-2.86696, 0.71930, -1.66761], [2.40639, -1.13534, -0.97590], [-0.73735, 3.01937, -0.28704], [-1.49794, 0.41473, -0.70623], [2.19622, -2.32792, 1.23491], [0.49827, 1.29868, 1.20732], [-4.21325, 0.31504, 0.26729], [4.45674, 0.21326, -1.41950], [0.13754, -1.47311, -0.65012], [-3.18753, 0.41847, 0.39994], [-0.68843, -2.20684, -0.82074], [-2.66708, 3.15507, -1.22537], [-2.84389, -4.12601, -0.15392], [3.47217, -2.99847, 0.15250], [-0.48383, 3.26875, 1.95243], [1.01300, 0.77133, -0.81790], [2.89548, 0.50413, 1.34928], [1.06306, 2.78664, -1.27585], [3.21286, -2.10687, 0.73760], [-4.30699, -2.02773, -0.40335], [4.50157, -0.70990, -0.85406], [-2.16377, 2.53627, -0.45254], [-1.80278, -3.32004, 0.98888], [-2.93280, 1.03558, 1.30457], [-0.22407, 2.52803, 0.99311], [3.96222, -1.86009, 1.43391], [1.06886, 0.45911, 0.24585], [0.46097, -1.00696, 0.44326], [-0.23130, 3.02267, -2.24537], [-4.41750, -2.83106, -1.04598], [0.54780, 1.01132, 2.14660], [-1.71114, -0.94442, 1.00759], [3.13478, -0.89434, -0.22667], [-3.19104, -2.03854, 0.18002], [0.08467, 2.58771, -1.39906], [5.27228, -0.48144, -0.06428], [-2.35322, 1.01674, -0.83081], [4.84016, -1.52219, -1.50482], [2.63815, 0.33639, 0.31794]],
  "nbo_charge": [0.21, 0.19, -0.91, 0.23, -0.63, -0.69, 0.22, 0.20, -0.15, 0.20, 0.23, -0.63, 0.23, 0.20, -0.70, -0.19, 0.55, 0.21, 0.40, 0.21, -0.61, 0.27, 0.20, 0.36, -0.61, -0.78, -0.59, -0.39, 0.40, 0.19, 0.68, 0.20, -0.16, 0.82, 0.37, 0.34, 0.42, 0.40, -0.26, 0.59, -0.84, 0.20, -0.42, 0.21, -0.37]
}